{"formula": "C26H48O8Si", "method": "wB97M-V/def2-TZVPD", "species": ["Si", "O", "O", "O", "O", "O", "O", "O", "O", "C", "C", "C", "C", "C", "C", "C", "C", "C", "C", "C", "C", "C", "C", "C", "C", "C", "C", "C", "C", "C", "C", "C", "C", "C", "C", "H", "H", "H", "H", "H", "H", "H", "H", "H", "H", "H", "H", "H", "H", "H", "H", "H", "H", "H", "H", "H", "H", "H", "H", "H", "H", "H", "H", "H", "H", "H", "H", "H", "H", "H", "H", "H", "H", "H", "H", "H", "H", "H", "H", "H", "H", "H", "H"], "positions_angstrom": [[-1.59133, -1.53099, 0.55247], [2.46516, -2.60239, -2.54149], [-0.04597, -1.90429, 4.00774], [-4.92349, -3.29295, -0.85253], [1.34412, 5.97219, -2.58912], [-1.07172, 1.40157, -0.99388], [-4.18008, -2.55154, 0.06076], [4.36684, -2.46955, 4.37422], [-1.24697, 3.55864, -3.98581], [-0.44957, -1.06327, -0.90335], [0.77218, 0.73474, 0.41498], [4.30347, -4.81108, 4.76394], [-3.70949, 1.69549, -0.32447], [-2.61228, 5.49398, -3.81672], [0.00298, -1.04683, 4.86184], [-4.33767, 0.06390, -2.19105], [-2.79176, -2.89659, -0.12574], [1.27295, 3.62464, -2.23203], [-4.99479, 1.51964, 0.32589], [1.12982, -0.99875, 5.86214], [6.09114, -3.27183, 5.79740], [4.17745, -3.41452, -1.10976], [4.87115, -3.42370, 4.92452], [-3.38768, 0.96951, -1.56857], [3.04490, 5.14646, -1.14905], [-1.06191, 0.01571, 4.96635], [2.39134, -4.94512, -2.15754], [-1.72840, 4.60563, -6.06338], [-1.80876, 4.46571, -4.56636], [2.96271, -3.56020, -1.99035], [-1.93278, 1.22953, -2.13292], [1.83855, 5.00691, -2.04353], [-5.96204, 0.60211, -0.29721], [-5.63873, -0.09859, -1.51534], [-0.00283, 0.45079, -0.95408], [0.72585, 0.59778, -1.79597], [3.94235, -3.73982, -0.09437], [-3.65139, 5.47020, -4.15099], [-1.11893, 3.79817, -6.46979], [6.91533, -3.86113, 5.39112], [-2.97499, 2.37527, 0.17115], [1.52085, 1.55130, 0.25797], [-0.61657, 1.00345, 4.83205], [-1.60446, 0.44123, -2.85445], [0.73320, -1.10520, 6.87398], [-2.72828, 4.54253, -6.49696], [5.04900, -5.46829, 4.31195], [-2.63307, -3.00884, -1.24132], [3.87491, 4.56189, -1.55020], [-5.18218, 2.06091, 1.27945], [1.52283, -4.90056, -2.81493], [6.38916, -2.22354, 5.82222], [-1.80715, -0.14159, 4.18579], [-1.96781, 2.19769, -2.71619], [-1.26537, 5.55931, -6.32298], [0.48267, -1.69603, -0.86349], [-2.58216, 5.26924, -2.75034], [-2.18751, 6.48646, -3.97773], [-0.01276, 1.09167, 1.14327], [-2.59727, -3.90600, 0.34195], [-0.95326, -1.34663, -1.87346], [3.99711, -5.20290, 5.73569], [5.86358, -3.59570, 6.81481], [-4.80813, -2.80588, -1.69430], [1.67190, -0.05599, 5.76701], [3.13730, -5.60381, -2.60642], [2.80059, 4.80896, -0.13998], [2.02623, 2.97295, -2.68149], [1.82031, -1.81988, 5.66798], [3.34356, 6.19436, -1.10500], [1.22711, -0.21116, 0.80378], [2.07769, -5.33787, -1.18839], [0.94995, 3.22002, -1.27064], [-2.47111, -0.43888, 1.00760], [-4.06566, -0.47529, -3.12967], [-6.92950, 0.47602, 0.24776], [0.41038, 3.67625, -2.89717], [5.00213, -4.00579, -1.51244], [-1.55454, -0.04532, 5.93871], [3.43065, -4.77072, 4.11184], [-6.37852, -0.80997, -1.94573], [4.47888, -2.36733, -1.08057], [-0.85935, -2.08650, 1.71089]], "total_energy_ha": -1910.7033, "e_lumo_ev": 0.5, "fmax_ev_per_a": 2.97, "homo_lumo_gap_ev": 9.0, "homo_ev": -8.469, "smiles": "C[C@@H](C[SiH2]COO)OCc1ccccc1.CC(C)=O.CC(C)=O.CC(C)=O.CC(C)=O.CC(C)=O"}

{"formula": "C26H49N5O2Si", "method": "wB97M-V/def2-TZVPD", "species": ["Si", "O", "O", "N", "N", "N", "N", "N", "C", "C", "C", "C", "C", "C", "C", "C", "C", "C", "C", "C", "C", "C", "C", "C", "C", "C", "C", "C", "C", "C", "C", "C", "C", "C", "H", "H", "H", "H", "H", "H", "H", "H", "H", "H", "H", "H", "H", "H", "H", "H", "H", "H", "H", "H", "H", "H", "H", "H", "H", "H", "H", "H", "H", "H", "H", "H", "H", "H", "H", "H", "H", "H", "H", "H", "H", "H", "H", "H", "H", "H", "H", "H", "H"], "positions_angstrom": [[3.69793, -1.06135, -1.89078], [6.22795, 2.67523, 0.65752], [4.19727, 3.89459, 1.05140], [-1.94322, -3.42380, 0.80767], [2.62207, -4.49959, -1.21470], [-0.13194, 1.98797, -4.44087], [-3.31852, 2.52423, 3.28736], [-5.54722, -3.40859, -0.45254], [4.77786, 2.66406, 1.01232], [0.99943, 4.48872, -2.26492], [-3.16937, -1.82347, 4.03995], [-0.29676, 4.37083, -1.47321], [2.78443, 0.58017, -2.41084], [0.79257, 4.35763, -3.77366], [-0.40188, 4.77222, 2.31171], [-5.43844, -3.16605, -1.58306], [-4.32545, -3.82130, -3.70914], [0.28210, 3.03348, -4.15067], [1.05077, -3.57963, 2.13146], [1.59096, -5.72426, 0.87147], [2.16482, -5.04611, -0.29766], [0.51322, -4.88349, 1.55547], [-2.90167, -3.73780, -3.17372], [-1.47100, 5.49534, 3.12096], [-5.28448, -2.85780, -3.01042], [3.90799, 1.30594, 1.34805], [-3.96759, -1.39056, 2.81674], [3.77516, 1.28410, -3.55752], [-2.06386, 4.63229, 4.23449], [4.63864, 0.04788, 0.58974], [-2.94149, -3.02612, 1.24817], [-2.77056, 3.45730, 3.70909], [-4.19809, -2.52658, 1.82044], [3.56354, -1.11883, 0.06341], [5.44868, -0.51333, 1.24231], [-4.84066, -2.16281, 1.01052], [3.97420, 1.16441, 2.53001], [0.42010, 4.44342, 2.95513], [1.45013, 5.46599, -2.05476], [-0.76214, 3.38948, -1.60963], [-3.67537, -2.63669, 4.56946], [-3.45132, -0.55660, 2.32586], [-2.85467, -4.01177, -2.11497], [-4.93165, -1.82714, -3.13280], [-4.31059, -3.58836, -4.78053], [2.38447, -5.96685, 1.58787], [-1.02450, 6.39089, 3.56926], [-0.09936, 4.49801, -0.40448], [3.24889, 2.23317, -4.00278], [-0.81074, 3.89473, 1.80075], [-0.29574, -4.65946, 0.84951], [5.23464, 0.47018, -0.35176], [0.24864, -3.02888, 2.63207], [0.10434, 5.13560, -4.12413], [-1.01442, 5.13747, -1.78139], [3.87505, -2.20324, 0.37522], [-6.26451, -2.91782, -3.49738], [-2.50067, -2.72559, -3.28503], [0.00869, 5.43904, 1.54743], [2.79338, 1.50028, 1.01119], [-2.26440, 5.83789, 2.44558], [-1.27075, 4.31362, 4.92089], [3.17648, -2.25720, -2.53788], [1.71389, 0.32689, -2.82865], [-4.68765, -4.85194, -3.61134], [1.70725, 3.72826, -1.91324], [0.07268, -5.47055, 2.37011], [6.39316, 3.46563, 0.04251], [-2.25085, -4.42503, -3.72280], [1.14938, -6.67535, 0.55268], [-4.73670, -3.34684, 2.30908], [-3.05510, -0.98419, 4.73269], [3.99152, 0.43881, -4.36009], [1.45777, -2.93271, 1.34783], [2.71718, 1.35435, -1.52040], [-2.16637, -2.16433, 3.76423], [2.47520, -0.89430, 0.45064], [1.84127, -3.77192, 2.86351], [1.74983, 4.52946, -4.27895], [-2.76438, 5.23971, 4.81886], [5.14233, -0.83970, -2.15867], [4.77918, 1.55035, -2.97754], [-4.94099, -1.01163, 3.15029]], "total_energy_ha": -1733.6608, "e_lumo_ev": 0.6, "fmax_ev_per_a": 8.46, "homo_lumo_gap_ev": 10.1, "homo_ev": -9.536, "smiles": "CC[SiH2]CCCC(=O)O.CCCC#N.CCCC#N.CCCC#N.CCCC#N.CCCC#N"}